Entry 1:
Entry from OMol25: one molecule with the formula C4H8O2 (the ωB97M-V functional and the def2-TZVPD basis).

The HOMO energy is -0.3538 hartree. The calculation puts the total energy at -8371.6350 eV. Its molar mass is 88.1 g/mol. As for the relative energy (zero: lowest compared OMol25 entry of this formula, charge and spin): 37.97 kcal per mole. The HOMO-LUMO gap is 0.3910 Ha. As for the spin multiplicity: 1. The value obtained for the lowest unoccupied orbital energy is 1.01 eV. The structure (SMILES) is CO[C@@H](C)C=O.

Positions of all 14 atoms, in Å:
1 C -0.33234 -1.62802 1.06483
2 O -0.73991 -0.34018 0.63917
3 C -0.03168 0.17391 -0.47881
4 C -0.72622 1.45459 -0.89869
5 C 1.38804 0.44681 -0.00938
6 O 2.34038 -0.24380 -0.28057
7 H -1.15101 -2.34435 0.93726
8 H 0.53501 -1.99137 0.50190
9 H -0.05206 -1.59285 2.12242
10 H 0.00403 -0.56289 -1.29594
11 H -1.80132 1.27639 -0.97339
12 H -0.56606 2.24210 -0.15309
13 H -0.35397 1.80498 -1.86590
14 H 1.48711 1.30469 0.69018

=====

Entry 2:
Entry from OMol25: one molecule with the formula C4H8O2 in a non-equilibrium geometry (the ωB97M-V functional and the def2-TZVPD basis).

The HOMO energy is -0.3806 hartree. The calculation puts the total energy at -8371.9079 eV. Its molar mass is 88.1 g/mol. As for the relative energy (zero: lowest compared OMol25 entry of this formula, charge and spin): 31.68 kcal per mole. The HOMO-LUMO gap is 0.4128 Ha. As for the spin multiplicity: 1. The value obtained for the lowest unoccupied orbital energy is 0.88 eV. The structure (SMILES) is CCOC(C)=O.

Positions of all 14 atoms, in Å:
1 C -1.92540 -0.49918 0.78651
2 C -1.17140 -0.13526 -0.54380
3 O 0.19022 -0.54683 -0.43026
4 C 1.35642 -0.01543 -0.93431
5 O 1.73423 -0.15258 -2.06506
6 C 2.15162 0.59574 0.19110
7 H -1.60649 -1.48682 1.08705
8 H -1.69249 0.20293 1.61089
9 H -3.02434 -0.47133 0.68939
10 H -1.60351 -0.59348 -1.44134
11 H -1.38500 0.90426 -0.40923
12 H 1.56413 1.39855 0.64768
13 H 3.11883 0.97589 -0.14169
14 H 2.29320 -0.17646 0.95307

=====

Entry 3:
Entry from OMol25: one molecule with the formula C4H8O2 in a non-equilibrium geometry (the ωB97M-V functional and the def2-TZVPD basis).

The HOMO energy is -0.3422 hartree. The calculation puts the total energy at -8367.5524 eV. Its molar mass is 88.1 g/mol. As for the relative energy (zero: lowest compared OMol25 entry of this formula, charge and spin): 132.12 kcal per mole. The HOMO-LUMO gap is 0.3645 Ha. As for the spin multiplicity: 1. The value obtained for the lowest unoccupied orbital energy is 0.61 eV. The structure (SMILES) is OC[C@@H]1C[C@@H]1O.

Positions of all 14 atoms, in Å:
1 C -0.39392 1.14627 0.29330
2 C 0.61902 0.48998 -0.44742
3 C 0.19973 -0.20803 -1.73736
4 C 0.72877 -0.97181 -0.35471
5 H 0.36464 0.64931 1.93124
6 H -1.17748 0.60193 0.01381
7 H -0.58750 2.19376 0.19498
8 H 1.61779 1.00676 -0.45128
9 H -0.87507 -0.00658 -2.09041
10 H 1.30128 -0.17184 -2.31624
11 H 1.69469 -1.30006 -0.18718
12 H -0.46256 -0.92230 1.22764
13 O -0.66931 0.74629 1.58928
14 O -0.43037 -1.34497 0.30504

=====

Entry 4:
Entry from OMol25: one molecule with the formula C4H8O2 in a non-equilibrium geometry (the ωB97M-V functional and the def2-TZVPD basis).

The HOMO energy is -0.3603 hartree. The calculation puts the total energy at -8371.5366 eV. Its molar mass is 88.1 g/mol. As for the relative energy (zero: lowest compared OMol25 entry of this formula, charge and spin): 40.24 kcal per mole. The HOMO-LUMO gap is 0.3982 Ha. As for the spin multiplicity: 1. The value obtained for the lowest unoccupied orbital energy is 1.03 eV. The structure (SMILES) is O[C@H]1CCOC1.

Positions of all 14 atoms, in Å:
1 O -1.53524 1.03742 -0.80969
2 C -0.25904 0.42648 -0.89953
3 C 0.64932 0.92863 0.25663
4 C 0.66819 -0.33891 1.12631
5 O -0.51302 -1.06054 0.79979
6 C -0.40939 -1.16195 -0.60887
7 H -1.79143 1.09987 0.12302
8 H 0.10289 0.67322 -1.89697
9 H 0.22732 1.78854 0.80506
10 H 1.63617 1.26908 -0.08527
11 H 0.64523 -0.18396 2.20055
12 H 1.55219 -0.93040 0.84045
13 H 0.34134 -1.98278 -0.77175
14 H -1.31452 -1.56472 -1.07974

=====

Entry 5:
Entry from OMol25: one molecule with the formula C4H8O2 in a non-equilibrium geometry (the ωB97M-V functional and the def2-TZVPD basis).

The HOMO energy is -0.3778 hartree. The calculation puts the total energy at -8371.0313 eV. Its molar mass is 88.1 g/mol. As for the relative energy (zero: lowest compared OMol25 entry of this formula, charge and spin): 51.90 kcal per mole. The HOMO-LUMO gap is 0.4114 Ha. As for the spin multiplicity: 1. The value obtained for the lowest unoccupied orbital energy is 0.91 eV. The structure (SMILES) is C[C@]1(CO)CO1.

Positions of all 14 atoms, in Å:
1 C 0.15082 -1.19744 -0.90430
2 C -0.24012 -0.12428 0.02970
3 C 0.89249 0.72710 0.52740
4 C -1.48751 -0.08108 0.75613
5 H -0.75123 -1.85383 -1.12762
6 H 0.53378 -0.79588 -1.84210
7 H 1.03451 -1.80110 -0.43252
8 H 0.50795 1.50063 1.23809
9 H 1.63748 0.15569 1.16011
10 H 1.05843 1.95817 -0.94210
11 H -1.48347 0.39879 1.78406
12 H -2.19955 -0.90819 0.65728
13 O 1.67641 1.28521 -0.55782
14 O -1.33000 0.73620 -0.34632

=====

Entry 6:
Entry from OMol25: C4H8O2 as an isolated structure (the ωB97M-V functional and the def2-TZVPD basis).

The HOMO energy is -0.3210 hartree. The calculation puts the total energy at -8368.3071 eV. Its molar mass is 88.1 g/mol. As for the relative energy (zero: lowest compared OMol25 entry of this formula, charge and spin): 114.72 kcal per mole. The HOMO-LUMO gap is 0.3500 Ha. As for the spin multiplicity: 1. The value obtained for the lowest unoccupied orbital energy is 0.79 eV.

Positions of all 14 atoms, in Å:
1 C 1.53034 0.62593 0.05895
2 C 0.52880 -0.50411 0.10662
3 O -0.08397 -0.65143 1.44527
4 C -1.66797 -0.41094 0.48925
5 C -0.76652 -0.34477 -0.72388
6 O -0.92392 0.87848 -1.41797
7 H 1.04085 1.58769 0.24294
8 H 2.31706 0.47471 0.80672
9 H 1.99052 0.67587 -0.93337
10 H 1.00816 -1.47197 -0.07160
11 H -0.59862 0.18694 1.61435
12 H -2.14331 -1.38298 0.64954
13 H -0.86875 -1.13442 -1.47807
14 H -1.36269 1.47100 -0.78874